Record 1
8
Properties=species:S:1:pos:R:3 method="wB97M-V/def2-TZVPD" relative_energy_ev=4.830 spin_multiplicity=1 gap_ev="7.032 / 7.070" homo_ev="-10.10 / -10.12" largest_force_ev_per_a=4.69 e_tot_ev=-41723.34584
C -1.02352 1.84538 -1.05230
C -0.57389 0.79663 -0.44661
C -0.47994 -0.24137 0.46314
C 0.55934 -0.58160 -0.35155
Cl 0.37466 0.90786 2.54445
Cl 0.23672 -1.86069 -1.65450
Cl 2.14141 -0.09537 -0.44041
H -1.23477 -0.77083 0.93778

***

Record 2
36
Properties=species:S:1:pos:R:3 method="wB97M-V/def2-TZVPD" s_squared=8.76 spin_multiplicity=6 gap_ev="5.089 / 5.104" homo_ev="-1.83 / -1.83" total_charge=-2 largest_force_ev_per_a=6.06 e_tot_ev=-66806.46893
Mn -4.86001 4.14161 18.01864
O -7.52628 5.23381 16.95736
H -7.50759 6.15549 16.63381
O -5.84137 4.93550 20.55484
H -5.41969 4.85632 21.43259
N -6.99649 0.21715 16.48554
O -6.87534 -0.96352 16.72500
O -7.78294 0.75628 15.72599
O -6.21325 1.03907 16.99729
N -4.08780 4.58103 13.44582
O -3.28545 5.00649 12.63073
O -3.82517 4.34902 14.63224
O -5.19128 4.29391 13.14307
C -2.09122 10.92505 21.71139
C -3.37444 10.75957 20.84012
C -3.55970 11.59456 19.56807
O -4.09641 10.61133 18.67475
C -3.82270 9.41418 19.14044
O -3.74708 8.35943 18.48560
O -3.42345 9.47667 20.39511
H -1.13002 10.70913 21.24494
H -2.18387 10.26050 22.57040
H -1.95177 11.91457 22.14672
H -4.25932 10.98277 21.43616
H -2.55345 11.75290 19.18016
H -4.03130 12.55259 19.78687
N -1.65759 1.78231 18.35592
C -2.31995 1.20784 19.44335
C -2.35240 2.21450 20.42520
C -1.85314 3.40670 19.88661
C -1.36465 3.05563 18.61299
H -1.30178 1.29760 17.54441
H -2.64739 0.18034 19.50196
H -2.70832 2.04771 21.43113
H -1.72022 4.36137 20.37379
H -0.92589 3.53555 17.75069

***

Record 3
20
Properties=species:S:1:pos:R:3 method="wB97M-V/def2-TZVPD" relative_energy_ev=0.320 spin_multiplicity=1 smiles="C=C[C@](C)(N)CC" gap_ev=10.228 homo_ev=-9.18 largest_force_ev_per_a=0.32 e_tot_ev=-7922.51320
C 2.52616 0.11043 -0.20061
C 1.47432 0.78285 0.22844
C 0.02244 0.35049 0.22107
C -0.78692 1.40640 -0.54112
N -0.48851 0.30495 1.59489
C -0.16350 -1.04358 -0.39665
C -1.61468 -1.51079 -0.39771
H 3.52187 0.51359 -0.11133
H 2.45379 -0.85784 -0.66384
H 1.62449 1.75496 0.68755
H -0.55377 2.40260 -0.16961
H -0.55064 1.36908 -1.60130
H -1.84835 1.22929 -0.39910
H -0.40515 1.21766 2.02991
H 0.05309 -0.35354 2.14514
H 0.43169 -1.75320 0.18281
H 0.22010 -1.03266 -1.41801
H -2.04584 -1.37283 0.58974
H -1.66546 -2.56500 -0.66125
H -2.20514 -0.95286 -1.11901

***

Record 4
83
Properties=species:S:1:pos:R:3 method="wB97M-V/def2-TZVPD" s_squared=0.79 relative_energy_ev=0.000 spin_multiplicity=2 gap_ev="5.981 / 6.103" homo_ev="-15.89 / -15.89" total_charge=+3 largest_force_ev_per_a=1.88 e_tot_ev=-134336.96399
Re 1.19223 -0.22491 -0.49722
C 3.87199 0.28353 2.18059
O 3.46285 -0.49143 1.04241
C 4.26101 -1.65915 0.90202
C 3.74848 -2.40641 -0.31032
O 2.30259 -2.30295 -0.42408
C 1.61630 -3.18533 0.51741
C 1.21704 -2.48777 1.78433
O 0.41475 -1.37414 1.40352
C -0.03078 -0.63665 2.56796
H 4.88286 0.67060 2.03700
H 3.85905 -0.33105 3.08376
H 3.17565 1.10904 2.28274
H 4.20126 -2.26694 1.81037
H 5.31095 -1.39450 0.75233
H 4.04223 -3.45477 -0.27529
H 4.14513 -1.97137 -1.21538
H 2.25506 -4.03887 0.74186
H 0.72321 -3.55423 0.01540
H 2.08710 -2.15901 2.34869
H 0.62782 -3.15653 2.41579
H -0.55334 -1.31387 3.24310
H -0.71711 0.13258 2.22914
H 0.81758 -0.19100 3.08676
C -3.03848 -2.23615 -3.47790
N -1.89195 -2.41582 -2.57205
C -1.60989 -3.77679 -2.10389
C -1.08427 -1.41201 -2.27033
N 0.07307 -1.56687 -1.62536
N -1.48933 -0.16340 -2.66602
C -0.84197 1.02129 -2.42563
N -1.37643 2.10943 -2.95152
N 0.27878 1.05739 -1.74889
H -3.51999 -3.19681 -3.62189
H -2.71636 -1.88404 -4.46005
H -3.78424 -1.55915 -3.05564
H -2.54390 -4.32865 -2.06158
H -1.20329 -3.76047 -1.09438
H -0.93056 -4.30197 -2.77813
H 0.31087 -2.53680 -1.48571
H -2.34438 -0.11584 -3.19784
H -2.25784 2.11329 -3.44074
H -1.01912 3.01451 -2.67607
H 0.66370 2.00198 -1.58859
Br 3.61434 -0.92678 -5.71198
C 3.74224 -0.16567 -4.00656
C 4.85669 0.56638 -3.61151
C 4.85583 1.13879 -2.34875
C 3.77687 0.94944 -1.51022
N 2.72809 0.19330 -1.88200
C 2.70012 -0.33881 -3.11801
H 5.69610 0.69057 -4.28333
H 5.69184 1.73837 -2.01614
H 3.73152 1.42240 -0.54056
H 1.83001 -0.91202 -3.39955
C -5.85479 -0.67275 3.53332
C -5.01971 0.26021 2.70620
C -4.04729 -0.21809 1.83071
C -3.23344 0.65648 1.12405
C -3.39206 2.02428 1.29692
C -4.37790 2.52563 2.13983
C -5.19228 1.64216 2.81986
S -2.31483 3.14239 0.45938
O -3.04286 4.13037 -0.26424
O -1.34989 2.32231 -0.25814
N -1.54179 3.90750 1.67254
C -0.42279 3.29067 2.35035
C 0.92949 3.50287 1.65104
C 1.23993 2.56618 0.52326
O 1.53927 2.96094 -0.58346
O 1.27012 1.25108 0.83311
H -5.50375 -1.70068 3.47601
H -6.89627 -0.64489 3.20569
H -5.86044 -0.35733 4.57690
H -3.92174 -1.28850 1.71181
H -2.47462 0.30185 0.43821
H -4.50499 3.59567 2.24918
H -5.98079 2.02286 3.45773
H -1.55960 4.91788 1.61170
H -0.64320 2.22809 2.46221
H -0.36032 3.72039 3.34795
H 1.72266 3.39011 2.39626
H 0.98186 4.50837 1.23956

***

Record 5
36
Properties=species:S:1:pos:R:3 method="wB97M-V/def2-TZVPD" spin_multiplicity=1 gap_ev=8.582 homo_ev=-8.37 largest_force_ev_per_a=17.86 e_tot_ev=-107345.15376
C -5.07844 -3.68654 -0.98394
H -5.60648 -3.47791 -0.20279
O -3.98979 -2.60879 -1.30860
C -4.58962 -1.46930 -1.66158
C -5.13141 -0.80461 -0.58001
N -4.15426 -0.49500 0.56862
C -3.81868 -1.29778 1.75394
N -2.70015 -0.65700 2.04024
N -2.36264 0.44107 1.38554
C -3.11703 0.52859 0.48322
S -3.20250 2.06804 -0.64682
C -2.06064 3.08174 0.05454
C -0.48885 2.50851 -0.34522
O 0.12459 3.51920 -0.92882
N -0.04593 1.53516 0.20072
C 1.15952 0.96980 0.28292
C 2.32465 1.49657 -0.41578
C 3.48895 1.00106 -0.51035
C 3.82806 -0.11186 -0.15216
C 2.66575 -0.85936 0.65247
C 1.42151 -0.29270 0.55479
F 0.34244 -0.86400 1.39360
H 2.82563 -1.78732 0.98318
Br 5.36183 -0.99820 -0.07941
H 4.33275 1.74763 -1.31955
H 2.21458 2.67120 -0.87258
H -0.67904 0.82726 0.91539
H -2.07594 3.05026 1.19795
H -2.29320 3.95038 -0.07632
H -4.21548 -2.08831 1.97493
H -5.51369 0.45237 -0.82634
H -5.99554 -1.18704 -0.04746
H -3.77387 -0.86347 -2.06793
H -5.47690 -1.64896 -2.39536
H -4.62239 -4.68020 -0.88658
H -5.72896 -3.59839 -1.91306

***

Record 6
8
Properties=species:S:1:pos:R:3 method="wB97M-V/def2-TZVPD" s_squared=2.10 relative_energy_ev=2.118 spin_multiplicity=3 gap_ev="7.688 / 7.528" homo_ev="-7.56 / -9.23" largest_force_ev_per_a=5.21 e_tot_ev=-5677.92515
C -0.28442 -1.09762 -0.33475
C 0.44915 -0.32257 -1.28201
C 0.22516 0.89871 1.12127
C -0.29697 -0.31597 0.71907
N 0.62630 1.42723 0.05357
H -0.84806 -1.99496 -0.41514
H -0.13424 0.14392 -2.08419
H 0.26308 1.26125 2.22218

***

Record 7
19
Properties=species:S:1:pos:R:3 method="wB97M-V/def2-TZVPD" relative_energy_ev=1.317 spin_multiplicity=1 smiles=NCNCCS.O gap_ev=9.236 homo_ev=-8.60 largest_force_ev_per_a=2.81 e_tot_ev=-19167.42429
N -1.87326 1.46333 -0.79065
C -1.75025 0.21430 0.07680
N -0.31980 -0.27511 0.17597
C -0.00544 -1.10844 -1.04836
C 1.33057 -1.70160 -0.70304
S 2.41496 -0.20641 -0.26887
H -1.75420 1.29678 -1.80454
H -1.25666 2.14181 -0.38070
H -2.38798 -0.59445 -0.29427
H -2.08061 0.50006 1.10419
H -0.23768 -0.85743 1.04088
H 0.00204 -0.51101 -1.94402
H -0.65878 -1.96868 -1.29015
H 1.91479 -2.07943 -1.56448
H 1.40990 -2.41941 0.15063
H 2.25347 -0.41491 1.05298
O 0.69365 2.46430 2.22511
H 0.83660 1.82614 1.50680
H 1.46868 2.23016 2.75572

***

Record 8
16
Properties=species:S:1:pos:R:3 method="wB97M-V/def2-TZVPD" relative_energy_ev=0.900 spin_multiplicity=1 smiles="C/C=C/CCO" gap_ev=10.567 homo_ev=-9.49 largest_force_ev_per_a=0.38 e_tot_ev=-7393.86504
C 2.50961 0.10318 -0.36680
C 1.04529 0.42634 -0.36486
C 0.05327 -0.41401 -0.67084
C -1.39797 -0.01606 -0.58130
C -1.96148 -0.12622 0.85218
O -1.07527 0.35600 1.83391
H 2.93843 0.23300 0.63513
H 3.05984 0.77737 -1.03416
H 2.69400 -0.92709 -0.68681
H 0.78264 1.44692 -0.07937
H 0.28935 -1.44010 -0.95808
H -2.01121 -0.64189 -1.24021
H -1.50180 1.01996 -0.92043
H -2.25904 -1.16669 1.05987
H -2.85926 0.49531 0.93036
H -0.22395 -0.07612 1.66951